Version w
2 unconnected molecules or ions with the total composition C4H8O3S. Source: the Open Molecules 2025 dataset; level of theory: wB97M-V/def2-TZVPD.

```
16
Properties=species:S:1:pos:R:3:lowdin_charge:R:1
C -1.54 0.60 1.04 -0.086
C -1.61 1.19 -0.37 -0.077
C -1.43 -0.26 -0.12 -0.295
C 2.49 -1.11 0.39 -0.112
O 1.67 1.40 0.20 -0.433
O 1.65 0.22 -1.92 -0.406
O -1.83 -1.38 -0.74 0.103
S 1.36 0.14 -0.51 0.708
H -0.59 0.72 1.53 0.082
H -2.52 0.41 1.66 0.163
H -2.59 1.56 -0.54 0.101
H -0.76 1.79 -0.61 0.079
H 2.35 -2.06 0.03 0.023
H 3.47 -0.95 0.14 0.031
H 2.26 -0.97 1.35 -0.003
H -2.38 -1.30 -1.52 0.123
```

Values from the calculation:
Multiplicity   1
Highest occupied orbital energy (alpha / beta)   -8.4 / -7.8 eV


Version x
A single C4H8O3S molecule. Source: the Open Molecules 2025 dataset; level of theory: wB97M-V/def2-TZVPD.

```
16
Properties=species:S:1:pos:R:3:lowdin_charge:R:1
O 1.37 -2.37 0.07 -0.029
C 1.86 -1.08 -0.14 -0.242
C 1.16 0.04 0.38 -0.333
C 1.43 1.43 -0.35 -0.268
O 0.56 2.40 0.01 -0.083
O -0.10 -0.11 -0.18 -0.190
C -1.27 0.15 0.50 -0.651
S -2.68 -0.33 -0.17 0.679
H 0.39 -2.42 -0.02 0.106
H 2.75 -1.17 0.50 0.152
H 1.94 -0.80 -1.20 0.147
H 1.15 0.40 1.40 0.157
H 2.53 1.82 -0.35 0.150
H 1.02 1.47 -1.51 0.193
H 0.61 2.65 1.00 0.153
H -1.10 0.67 1.40 0.058
```

Values from the calculation:
Multiplicity   1
Highest occupied orbital energy   -9.1 eV
Structure (SMILES)   OCC(CO)OC=S


Version y
2 unconnected molecules or ions with the total composition C4H8O3S. Source: the Open Molecules 2025 dataset; level of theory: wB97M-V/def2-TZVPD.

```
16
Properties=species:S:1:pos:R:3:lowdin_charge:R:1
C 0.20 1.68 2.84 -0.010
C -0.52 0.74 2.29 -0.259
C -0.09 -0.02 -2.53 -0.075
C -0.18 -1.44 -2.18 -0.326
O 0.51 -1.41 1.21 -0.287
O 0.92 0.93 0.08 -0.478
O -1.04 -1.86 -1.41 -0.030
S -0.13 0.03 0.59 0.939
H 0.07 2.20 3.75 0.055
H 1.00 2.05 2.22 0.056
H -1.42 0.43 2.71 0.043
H -1.12 0.29 -2.45 0.083
H 0.21 0.25 -3.60 0.107
H 0.49 0.51 -1.80 0.027
H 0.62 -2.16 -2.40 0.119
H 0.48 -2.20 0.68 0.036
```

Values from the calculation:
Multiplicity   1
Highest occupied orbital energy   -9.5 eV


The relative energies come out as version w 251.6; version x 58.6; version y 0.0, with values in kJ/mol.


Version w
A single C21H27N3O4S molecule. Source: the Open Molecules 2025 dataset; level of theory: wB97M-V/def2-TZVPD.

```
56
Properties=species:S:1:pos:R:3:lowdin_charge:R:1
C -0.38 2.22 2.80 -0.006
C 0.85 1.60 3.32 -0.310
N 1.34 1.89 4.50 0.114
O 2.47 1.16 4.68 0.036
C 2.69 0.40 3.60 -0.275
C 3.86 -0.50 3.56 0.021
C 1.69 0.63 2.69 -0.160
S 1.55 -0.16 1.12 0.707
O 0.65 0.60 0.29 -0.307
O 2.87 -0.40 0.61 -0.265
N 0.88 -1.62 1.57 -0.216
C 1.24 -2.73 0.71 -0.190
C 0.37 -2.76 -0.54 -0.108
C -1.12 -2.87 -0.18 -0.200
C -2.03 -1.95 -1.00 -0.471
O -3.04 -2.40 -1.51 0.056
N -1.68 -0.66 -1.08 0.133
C -2.43 0.28 -1.91 -0.238
C -2.84 1.51 -1.10 -0.125
C -1.69 2.51 -1.00 -0.191
C -1.35 3.03 -2.40 -0.141
C -1.07 1.90 -3.35 -0.168
C -0.30 2.12 -4.48 -0.041
C -0.03 1.10 -5.38 -0.088
C -0.55 -0.16 -5.15 -0.084
C -1.32 -0.39 -4.04 -0.023
C -1.60 0.62 -3.13 -0.114
C -1.36 -2.65 1.33 -0.114
C -0.53 -1.51 1.91 -0.188
H -1.24 1.58 3.02 0.090
H -0.54 3.18 3.27 0.090
H -0.31 2.32 1.72 0.060
H 4.12 -0.68 2.52 0.075
H 4.69 -0.06 4.10 0.096
H 3.61 -1.46 4.03 0.100
H 1.14 -3.66 1.28 0.131
H 2.29 -2.59 0.45 0.113
H 0.57 -1.84 -1.11 0.113
H 0.67 -3.60 -1.17 0.123
H -1.48 -3.88 -0.41 0.145
H -0.82 -0.30 -0.68 0.093
H -3.32 -0.27 -2.23 0.151
H -3.69 1.99 -1.60 0.122
H -3.17 1.19 -0.11 0.116
H -1.96 3.34 -0.35 0.113
H -0.81 2.01 -0.58 0.078
H -0.49 3.69 -2.36 0.118
H -2.20 3.61 -2.78 0.126
H 0.11 3.11 -4.65 0.111
H 0.58 1.30 -6.25 0.100
H -0.35 -0.96 -5.85 0.100
H -1.74 -1.38 -3.86 0.115
H -2.42 -2.45 1.50 0.131
H -1.11 -3.57 1.86 0.118
H -0.63 -1.50 3.00 0.128
H -0.90 -0.55 1.53 0.099
```

Values from the calculation:
Multiplicity   1
Highest occupied orbital energy   -8.8 eV
Structure (SMILES)   Cc1noc(C)c1S(=O)(=O)N1CCC(C(=O)N[C@H]2CCCc3ccccc32)CC1


Version x
A single C21H27N3O4S molecule. Source: the Open Molecules 2025 dataset; level of theory: wB97M-V/def2-TZVPD.

```
56
Properties=species:S:1:pos:R:3:lowdin_charge:R:1
C -0.90 1.69 6.65 -0.079
O -1.36 2.10 5.38 -0.072
C -1.54 1.20 4.37 -0.199
C -2.30 1.68 3.31 0.012
C -2.57 0.92 2.19 -0.057
C -2.08 -0.37 2.12 -0.242
C -2.26 -1.27 0.92 -0.447
S -3.84 -0.93 0.02 0.962
C -3.27 -0.11 -1.52 -0.361
C -2.58 1.20 -1.25 -0.537
O -3.11 2.28 -1.37 0.084
N -1.25 1.10 -0.93 0.179
C -0.59 -0.08 -0.64 -0.203
C -1.04 -1.16 0.07 -0.099
C 0.03 -2.14 0.09 -0.433
O 0.13 -3.20 0.66 0.050
N 1.01 -1.58 -0.71 0.153
N 0.70 -0.28 -1.07 -0.024
C 1.25 0.28 -2.30 -0.276
C 2.74 0.52 -2.11 -0.149
C 3.43 1.13 -3.33 -0.189
C 3.60 0.13 -4.48 -0.205
C 2.43 0.06 -5.46 -0.203
C 1.03 0.12 -4.83 -0.193
C 0.89 -0.62 -3.50 -0.131
C -1.31 -0.87 3.17 0.037
C -1.02 -0.10 4.29 -0.179
O -0.24 -0.56 5.32 -0.113
C 0.21 -1.89 5.28 -0.076
H 0.15 1.39 6.62 0.090
H -1.50 0.87 7.04 0.097
H -1.01 2.56 7.29 0.092
H -2.69 2.69 3.39 0.122
H -3.18 1.32 1.40 0.087
H -2.35 -2.31 1.24 0.113
H -2.62 -0.81 -2.05 0.080
H -4.18 0.06 -2.08 0.086
H -0.76 1.97 -0.79 0.170
H 1.98 -1.86 -0.67 0.160
H 0.75 1.24 -2.43 0.145
H 3.24 -0.42 -1.88 0.110
H 2.87 1.19 -1.25 0.120
H 2.87 2.01 -3.68 0.118
H 4.41 1.48 -3.02 0.110
H 4.49 0.40 -5.05 0.107
H 3.79 -0.86 -4.05 0.106
H 2.52 -0.88 -6.02 0.109
H 2.51 0.87 -6.18 0.109
H 0.32 -0.30 -5.54 0.110
H 0.75 1.17 -4.68 0.109
H -0.15 -0.93 -3.38 0.117
H 1.51 -1.52 -3.49 0.121
H -0.93 -1.87 3.08 0.111
H -0.62 -2.60 5.25 0.100
H 0.87 -2.07 4.42 0.098
H 0.77 -2.04 6.20 0.095
```

Values from the calculation:
Multiplicity   1
Highest occupied orbital energy   -7.8 eV
Structure (SMILES)   COc1ccc([C@H]2SCC(=O)Nc3c2c(=O)[nH]n3C2CCCCCC2)cc1OC


The relative energies come out as version w 0.0; version x 26.6, with values in kJ/mol.


Version w
A single C21H27N3O4S molecule. Source: the Open Molecules 2025 dataset; level of theory: wB97M-V/def2-TZVPD.

```
56
Properties=species:S:1:pos:R:3:lowdin_charge:R:1
C 2.15 2.31 4.65 -0.080
O 2.44 3.29 3.67 -0.123
C 3.36 2.88 2.71 -0.224
C 4.59 3.51 2.70 -0.010
C 5.56 3.15 1.78 -0.094
C 5.29 2.15 0.87 -0.093
C 4.05 1.53 0.86 -0.019
C 3.05 1.89 1.76 -0.164
N 1.80 1.26 1.79 -0.097
C 0.65 2.13 1.60 -0.114
C -0.60 1.43 2.13 -0.094
N -0.78 0.17 1.45 -0.043
C -1.80 0.02 0.59 -0.471
O -2.68 0.86 0.46 0.043
C -1.93 -1.32 -0.15 -0.117
N -0.95 -1.43 -1.20 -0.217
C -0.93 -2.70 -1.91 -0.151
C -2.20 -3.01 -2.65 -0.224
C -3.25 -3.68 -2.02 -0.049
C -4.44 -3.91 -2.69 -0.077
C -4.59 -3.48 -4.00 -0.085
C -3.55 -2.82 -4.63 -0.075
C -2.36 -2.58 -3.96 -0.060
S -0.79 -0.06 -2.16 0.641
C -2.44 0.50 -2.63 -0.079
O -0.20 0.95 -1.34 -0.281
O -0.06 -0.45 -3.33 -0.292
C 0.37 -0.69 1.57 -0.110
C 1.63 0.03 1.05 -0.148
H 1.82 1.38 4.19 0.075
H 3.03 2.11 5.27 0.095
H 1.36 2.73 5.26 0.093
H 4.78 4.27 3.43 0.118
H 6.52 3.64 1.78 0.099
H 6.04 1.85 0.14 0.101
H 3.85 0.78 0.11 0.104
H 0.50 2.33 0.53 0.126
H 0.80 3.07 2.13 0.126
H -0.50 1.24 3.20 0.128
H -1.49 2.04 1.95 0.127
H -2.96 -1.37 -0.54 0.129
H -1.79 -2.15 0.56 0.135
H -0.09 -2.63 -2.61 0.119
H -0.71 -3.48 -1.17 0.134
H -3.13 -4.03 -1.01 0.112
H -5.24 -4.42 -2.20 0.104
H -5.52 -3.66 -4.53 0.102
H -3.66 -2.49 -5.66 0.106
H -1.55 -2.07 -4.45 0.109
H -2.93 0.88 -1.74 0.051
H -2.99 -0.33 -3.07 0.052
H -2.30 1.29 -3.35 0.076
H 0.51 -0.93 2.63 0.133
H 0.24 -1.61 1.00 0.111
H 1.50 0.21 -0.03 0.110
H 2.49 -0.61 1.22 0.130
```

Values from the calculation:
Multiplicity   1
Highest occupied orbital energy   -7.9 eV
Structure (SMILES)   COc1ccccc1N1CCN(C(=O)CN(Cc2ccccc2)S(C)(=O)=O)CC1


Version x
A single C21H27N3O4S molecule. Source: the Open Molecules 2025 dataset; level of theory: wB97M-V/def2-TZVPD.

```
56
Properties=species:S:1:pos:R:3:lowdin_charge:R:1
C -7.15 -2.30 -2.12 -0.040
C -7.07 -2.19 -0.62 -0.479
O -7.91 -2.63 0.13 0.090
C -5.89 -1.49 -0.10 -0.443
C -5.59 -1.29 1.23 -0.077
C -4.40 -0.60 1.44 -0.079
C -3.78 -0.26 0.25 -0.431
C -2.55 0.44 0.10 -0.353
N -1.77 0.87 1.05 0.120
N -0.72 1.45 0.46 0.111
C -0.89 1.35 -0.82 -0.358
C 0.07 1.74 -1.88 -0.077
C 0.77 0.46 -2.37 -0.073
C 0.87 -0.54 -1.22 -0.476
O 0.12 -1.50 -1.18 0.058
N 1.76 -0.30 -0.24 -0.041
C 1.70 -1.08 0.98 -0.136
C 3.07 -1.65 1.33 -0.157
C 4.09 -0.53 1.44 -0.153
C 4.11 0.26 0.13 -0.220
C 5.11 1.41 0.16 -0.363
O 4.75 2.56 0.08 0.105
C 6.56 1.02 0.31 -0.103
C 7.10 1.38 1.70 -0.424
C 8.43 0.67 1.94 -0.078
C 7.27 2.89 1.84 -0.069
C 2.70 0.80 -0.16 -0.113
O -2.05 0.73 -1.12 0.134
S -4.67 -0.81 -1.12 1.150
H -7.15 -1.31 -2.57 0.079
H -8.05 -2.83 -2.40 0.087
H -6.28 -2.84 -2.49 0.082
H -6.24 -1.65 2.02 0.123
H -3.98 -0.34 2.39 0.119
H -0.45 2.23 -2.70 0.126
H 0.78 2.44 -1.43 0.119
H 1.74 0.69 -2.81 0.113
H 0.15 -0.02 -3.13 0.125
H 0.97 -1.88 0.82 0.123
H 1.34 -0.43 1.79 0.133
H 3.00 -2.20 2.27 0.116
H 3.38 -2.35 0.54 0.122
H 5.08 -0.94 1.65 0.112
H 3.82 0.14 2.26 0.131
H 4.41 -0.41 -0.68 0.162
H 7.14 1.56 -0.44 0.134
H 6.67 -0.05 0.14 0.114
H 6.39 1.04 2.46 0.130
H 9.16 0.96 1.18 0.082
H 8.83 0.93 2.91 0.078
H 8.31 -0.41 1.90 0.074
H 7.55 3.15 2.86 0.079
H 6.34 3.40 1.60 0.067
H 8.04 3.25 1.16 0.085
H 2.72 1.36 -1.10 0.117
H 2.40 1.48 0.64 0.143
```

Values from the calculation:
Multiplicity   1
Highest occupied orbital energy   -8.7 eV
Structure (SMILES)   CC(=O)c1ccc(-c2nnc(CCC(=O)N3CCC[C@H](C(=O)CC(C)C)C3)o2)s1


The relative energies come out as version w 82.2; version x 0.0, with values in kJ/mol.